Entry 1:
Computed, not measured: C39H39F4N6O6ReS as an isolated structure, with ωB97M-V/def2-TZVPD.

Each line ends with the Mulliken spin population.
Positions of all 96 atoms, in Å:
Re 0.032 -1.604 -0.249  0.886
C -1.792 -4.092 -5.078  0.000
C -2.587 -5.157 -4.334  0.002
N -3.224 -4.670 -3.115  0.001
C -4.614 -4.232 -3.195  0.000
C -4.766 -2.721 -3.312  0.000
C -2.541 -4.573 -1.957  -0.004
S -3.211 -4.132 -0.506  0.008
N -1.242 -5.029 -2.076  0.051
C -0.203 -4.501 -1.574  -0.019
O -0.129 -3.255 -1.117  -0.003
C 1.090 -5.222 -1.597  -0.006
C 1.197 -6.398 -2.335  -0.001
C 2.396 -7.086 -2.372  0.001
C 3.496 -6.610 -1.670  -0.001
C 3.390 -5.443 -0.928  0.001
C 2.192 -4.748 -0.892  -0.006
H -1.309 -4.528 -5.953  0.000
H -1.016 -3.675 -4.435  0.000
H -2.437 -3.282 -5.417  0.000
H -1.935 -5.990 -4.070  0.000
H -3.380 -5.546 -4.972  0.000
H -5.131 -4.588 -2.302  0.000
H -5.053 -4.724 -4.064  0.000
H -4.355 -2.235 -2.433  0.000
H -5.821 -2.460 -3.388  0.000
H -4.258 -2.341 -4.199  0.000
H 0.333 -6.760 -2.874  0.000
H 2.474 -7.998 -2.948  0.000
H 4.431 -7.153 -1.697  0.000
H 4.239 -5.076 -0.367  0.000
H 2.110 -3.850 -0.292  0.006
C -0.343 1.858 6.663  0.000
C -1.460 1.932 5.637  0.000
N -1.009 1.521 4.301  0.000
C -1.166 0.239 3.941  -0.001
C -0.785 -0.298 2.739  0.029
C -1.095 -1.783 2.561  0.019
O -1.434 -2.401 3.553  -0.001
O -1.032 -2.238 1.371  0.028
C -0.181 0.551 1.797  -0.010
O 0.238 0.213 0.644  -0.001
C 0.009 1.940 2.173  -0.005
C 0.597 2.829 1.264  0.003
C 0.783 4.130 1.621  0.002
F 1.290 5.000 0.718  0.000
C 0.442 4.612 2.897  0.000
C -0.148 3.741 3.788  0.000
C -0.398 2.405 3.432  -0.001
N 0.686 5.951 3.299  0.000
C 1.791 6.689 2.724  0.000
C 2.227 7.760 3.708  0.000
N 1.053 8.663 3.976  0.000
C -0.112 7.886 4.524  0.000
C -0.468 6.795 3.530  0.000
H -0.717 2.160 7.640  0.000
H 0.491 2.506 6.397  0.000
H 0.034 0.840 6.744  0.000
H -1.883 2.934 5.562  0.000
H -2.279 1.267 5.906  0.000
H -1.628 -0.428 4.659  0.000
H 0.872 2.481 0.279  -0.005
H -0.371 4.099 4.781  0.000
H 1.529 7.159 1.764  0.000
H 2.635 6.026 2.542  0.000
H 3.041 8.370 3.322  0.000
H 2.509 7.323 4.665  0.000
H 0.769 9.098 3.092  0.000
H 1.314 9.420 4.611  0.000
H -0.934 8.580 4.694  0.000
H 0.219 7.460 5.470  0.000
H -0.823 7.258 2.592  0.000
H -1.294 6.210 3.931  0.000
O 3.751 -0.659 0.874  -0.001
C 2.764 -1.014 0.275  0.027
O 1.814 -1.770 0.756  -0.011
C 2.573 -0.626 -1.184  -0.008
C 3.618 -0.007 -1.888  -0.012
C 3.440 0.255 -3.213  0.019
C 2.243 -0.140 -3.853  -0.002
C 2.032 0.047 -5.240  0.008
C 0.884 -0.396 -5.829  -0.005
C -0.094 -1.061 -5.060  0.010
C 0.073 -1.246 -3.717  0.003
C 1.238 -0.766 -3.083  -0.007
N 1.416 -0.949 -1.735  -0.003
H 4.523 0.229 -1.348  0.001
H 4.212 0.742 -3.795  0.000
H 2.806 0.528 -5.823  0.000
H 0.726 -0.253 -6.889  0.000
H -0.988 -1.436 -5.540  0.000
H -0.668 -1.775 -3.139  0.009
F -1.219 0.714 -1.589  0.000
C -1.618 -0.438 -0.954  -0.001
F -2.452 0.016 0.027  0.002
F -2.414 -1.071 -1.845  -0.003

Results
- ⟨S²⟩ = 0.7562
- total charge = +1
- energy relative to the best compared isomer or geometry (same formula, charge and spin) (eV) = 0.119
- calculated total energy (hartree) = -3165.3446
- E_HOMO (spin up / spin down) (eV) = -8.6 / -8.5
- spin multiplicity = 2

=====

Entry 2:
Computed, not measured: a 2-piece molecular cluster, C2H4NO2 overall, with ωB97M-V/def2-TZVPD.

Each line ends with the Löwdin charge.
Positions of all 9 atoms, in Å:
C -1.243 -0.410 0.157  -0.015
C 0.092 0.011 -0.523  -0.308
N -0.296 -1.680 2.184  -0.416
O -1.162 -2.001 3.007  -0.178
O 0.866 -1.529 2.472  -0.148
H -1.516 0.325 1.082  -0.015
H -0.095 0.666 -1.253  -0.019
H 0.561 -0.820 -1.045  0.038
H 0.965 0.489 0.005  0.061

Results
- total charge = -1
- energy relative to the best compared isomer or geometry (same formula, charge and spin) (eV) = 7.277
- calculated total energy (hartree) = -283.6436
- E_HOMO (spin up / spin down) (eV) = -3.2 / -3.2

=====

Entry 3:
Computed, not measured: a 6-piece molecular cluster, C36H32INO23 overall, with ωB97M-V/def2-TZVPD.

Each line ends with the Löwdin charge.
Positions of all 93 atoms, in Å:
O 8.840 0.194 2.182  0.104
C 8.030 0.822 1.523  -0.306
C 6.585 0.593 1.625  0.082
C 5.731 1.291 0.873  -0.212
O 4.390 1.094 0.961  0.079
C 6.210 2.319 -0.096  -0.302
O 5.403 2.923 -0.781  0.104
C 7.653 2.565 -0.180  0.079
C 8.506 1.870 0.575  -0.220
O 9.846 2.088 0.510  0.098
H 6.252 -0.157 2.330  0.138
H 3.990 1.719 0.321  0.066
H 7.985 3.326 -0.873  0.137
H 10.242 1.462 1.148  0.116
O -4.588 -2.546 -2.028  0.101
C -4.930 -2.858 -3.156  -0.307
C -6.267 -3.379 -3.456  0.082
C -6.597 -3.725 -4.703  -0.216
O -7.835 -4.208 -4.999  0.090
C -5.627 -3.598 -5.827  -0.314
O -5.957 -3.941 -6.949  0.107
C -4.298 -3.055 -5.531  0.077
C -3.969 -2.706 -4.285  -0.229
O -2.743 -2.198 -3.994  0.068
H -6.963 -3.469 -2.630  0.097
H -7.821 -4.383 -5.960  0.114
H -3.609 -2.951 -6.359  0.137
H -2.755 -2.028 -3.032  0.103
O 9.297 -4.682 0.644  0.110
C 10.183 -4.305 1.392  -0.313
C 10.065 -3.090 2.202  0.076
C 11.063 -2.701 2.997  -0.219
O 10.963 -1.576 3.757  0.092
C 12.331 -3.479 3.088  -0.313
O 13.229 -3.084 3.811  0.111
C 12.442 -4.709 2.296  0.076
C 11.440 -5.099 1.504  -0.224
O 11.526 -6.237 0.765  0.095
H 9.141 -2.532 2.126  0.125
H 11.812 -1.513 4.237  0.116
H 13.360 -5.274 2.385  0.137
H 10.680 -6.296 0.281  0.116
O -1.670 3.379 2.451  0.098
C -2.304 4.303 2.925  -0.303
C -3.550 4.103 3.672  0.080
C -4.223 5.147 4.162  -0.224
O -5.378 4.979 4.859  0.095
C -3.740 6.544 3.967  -0.315
O -4.390 7.473 4.413  0.109
C -2.482 6.742 3.241  0.076
C -1.807 5.698 2.754  -0.216
O -0.638 5.863 2.080  0.101
H -3.891 3.085 3.805  0.137
H -5.668 5.880 5.102  0.116
H -2.133 7.759 3.122  0.137
H -0.349 4.962 1.830  0.106
O -8.548 -3.974 -1.566  0.089
C -9.408 -3.458 -0.873  -0.290
C -9.088 -2.535 0.220  0.084
C -10.059 -2.004 0.966  -0.221
O -9.779 -1.144 1.981  0.100
C -11.493 -2.328 0.722  -0.312
O -12.351 -1.839 1.435  0.114
C -11.815 -3.233 -0.386  0.079
C -10.844 -3.761 -1.135  -0.217
O -11.125 -4.599 -2.168  0.100
H -8.043 -2.309 0.388  0.140
H -10.645 -0.905 2.364  0.118
H -12.860 -3.446 -0.565  0.138
H -10.258 -4.844 -2.548  0.116
C 1.262 -0.230 -0.486  -0.091
O 1.292 0.736 -1.566  -0.204
C 2.569 1.376 -1.704  -0.206
N 2.614 2.790 -1.211  0.070
C 1.427 3.158 -0.451  -0.403
O 1.304 2.682 0.708  0.081
O 0.415 4.052 -0.880  -0.044
C -0.632 3.371 -1.616  -0.186
C -1.790 2.745 -0.704  -0.238
C -2.312 1.333 -1.311  -0.637
I -3.612 1.562 -3.045  0.710
H 2.207 -0.255 0.153  0.095
H 0.418 0.106 0.225  0.099
H 0.961 -1.288 -0.827  0.103
H 3.440 0.802 -1.242  0.122
H 2.792 1.410 -2.835  0.151
H 2.844 3.465 -1.949  0.134
H -0.260 2.569 -2.338  0.121
H -1.136 4.170 -2.275  0.136
H -2.708 3.440 -0.763  0.101
H -1.492 2.531 0.378  0.095
H -1.395 0.721 -1.639  0.040
H -2.907 0.730 -0.535  0.061

Results
- structure (SMILES) = O=C1C=C(O)C(=O)C=C1O.O=C1C=C(O)C(=O)C=C1O.O=C1C=C(O)C(=O)C=C1O.O=C1C=C(O)C(=O)C=C1O.O=C1C=C(O)C(=O)C=C1O.COCNC(=O)OCCCI
- calculated total energy (hartree) = -3473.8747
- E_HOMO (eV) = -9.5

=====

Entry 4:
Computed, not measured: C39H26Br2F7N4O3S2TeTi as an isolated structure, with ωB97M-V/def2-TZVPD.

Each line ends with the Löwdin charge.
Positions of all 85 atoms, in Å:
Ti -0.231 -0.118 0.826  1.142
Br -4.282 1.911 -0.481  0.883
C -2.676 2.881 -0.552  -0.592
C -2.655 4.111 -1.246  -0.160
C -1.504 4.835 -1.350  -0.622
Br -1.527 6.462 -2.307  0.819
C -0.300 4.374 -0.755  -0.181
C 0.946 5.041 -0.795  -0.010
C 2.030 4.476 -0.186  -0.026
C 1.889 3.231 0.460  -0.103
N 0.749 2.584 0.514  0.091
C -0.338 3.146 -0.069  -0.170
C -1.540 2.387 0.036  -0.358
O -1.480 1.225 0.676  -0.235
H -3.569 4.470 -1.700  0.103
H 1.024 5.993 -1.302  0.089
H 2.993 4.969 -0.189  0.116
H 2.742 2.756 0.929  0.098
F -5.399 -1.380 1.585  0.086
C -4.208 -1.836 1.175  -0.252
C -3.114 -0.996 1.242  -0.047
C -1.874 -1.456 0.827  -0.125
C -1.740 -2.771 0.363  -0.117
C -2.883 -3.562 0.291  -0.196
F -2.811 -4.824 -0.177  0.075
C -4.127 -3.124 0.689  0.093
C -0.377 -3.224 0.063  -0.202
C -0.016 -4.512 -0.323  0.027
C 1.316 -4.811 -0.541  -0.021
C 2.265 -3.815 -0.393  -0.031
C 1.837 -2.560 -0.009  -0.145
N 0.558 -2.263 0.239  0.020
H -3.256 0.005 1.620  0.091
H -4.991 -3.768 0.626  0.142
H -0.769 -5.272 -0.446  0.113
H 1.605 -5.813 -0.829  0.121
H 3.318 -3.995 -0.558  0.120
H 2.538 -1.752 0.092  0.079
F 3.963 -1.359 1.803  -0.335
Te 2.905 -0.077 2.623  1.802
F 4.005 1.216 1.884  -0.342
F 4.091 -0.109 4.027  -0.320
F 1.982 -1.410 3.509  -0.315
F 1.973 1.218 3.573  -0.332
O 1.723 -0.009 1.230  -0.621
N -0.762 2.232 3.227  0.144
C -1.020 0.985 3.645  -0.665
N -0.650 -0.117 3.022  -0.001
C -1.001 -1.248 3.784  -0.301
C -0.658 -2.566 3.513  -0.030
C -1.106 -3.565 4.357  -0.051
C -1.880 -3.270 5.479  -0.069
C -2.194 -1.958 5.784  -0.073
C -1.737 -0.965 4.930  -0.450
S -1.922 0.758 5.109  1.152
H -0.046 2.367 2.525  0.072
H -0.932 2.995 3.859  0.117
H -0.023 -2.805 2.672  0.099
H -0.839 -4.592 4.148  0.111
H -2.219 -4.066 6.127  0.110
H -2.767 -1.711 6.667  0.115
O -0.143 0.080 -1.138  -0.553
S 0.469 -0.649 -2.351  1.163
C -0.323 0.184 -3.704  -0.362
C -0.265 -0.431 -4.946  -0.069
C -0.850 0.204 -6.030  -0.056
C -1.490 1.424 -5.856  -0.052
C -1.554 2.015 -4.600  -0.042
C -0.968 1.396 -3.507  -0.048
C 2.119 -0.010 -2.449  -0.364
C 3.149 -0.916 -2.645  -0.078
C 4.454 -0.444 -2.702  -0.048
C 4.702 0.912 -2.554  -0.043
C 3.655 1.809 -2.363  -0.045
C 2.351 1.353 -2.314  -0.051
H 0.224 -1.391 -5.066  0.117
H -0.816 -0.259 -7.006  0.115
H -1.953 1.912 -6.703  0.115
H -2.068 2.958 -4.469  0.114
H -1.031 1.831 -2.518  0.093
H 2.936 -1.974 -2.743  0.110
H 5.272 -1.135 -2.854  0.116
H 5.720 1.277 -2.591  0.116
H 3.859 2.866 -2.259  0.112
H 1.525 2.040 -2.175  0.109

Results
- total charge = +1
- energy relative to the best compared isomer or geometry (same formula, charge and spin) (eV) = 2.122
- calculated total energy (hartree) = -9707.4979
- E_HOMO (eV) = -10.8

=====

Entry 5:
Computed, not measured: C31H35F9N4OP2Pd as an isolated structure, with ωB97M-V/def2-TZVPD.

Each line ends with the Mulliken spin population.
Positions of all 83 atoms, in Å:
Pd 0.360 0.410 1.609  0.872
C -1.994 1.738 -4.834  0.000
C -2.110 0.438 -4.533  0.000
C -1.321 -0.622 -5.234  0.000
C 0.173 -0.305 -5.468  0.000
C 0.888 0.463 -4.387  -0.001
C 0.950 1.801 -4.390  0.000
C 0.346 2.612 -5.515  0.000
C -1.112 2.262 -5.924  0.000
C 1.830 1.280 2.785  0.694
H -2.644 2.497 -4.393  0.000
H -2.910 0.081 -3.892  0.000
H -1.772 -0.816 -6.224  0.000
H -1.401 -1.560 -4.668  0.000
H 0.689 -1.264 -5.622  0.000
H 0.257 0.217 -6.433  0.000
H 1.473 -0.128 -3.680  0.000
H 1.556 2.363 -3.675  0.000
H 0.950 2.511 -6.439  0.000
H 0.372 3.680 -5.248  0.000
H -1.567 3.185 -6.316  0.000
H -1.092 1.567 -6.777  0.000
H 1.348 2.174 3.207  0.021
H 2.784 1.548 2.320  -0.011
H 1.967 0.480 3.532  -0.038
P 1.815 -0.443 0.166  0.124
P -1.246 -0.738 0.613  0.202
N 2.779 0.841 -0.418  0.016
N 2.890 -1.618 0.828  0.004
N -2.074 0.581 -0.135  -0.016
N -2.575 -1.581 1.293  -0.002
C 0.857 -1.183 -1.197  0.034
C -0.502 -1.763 -0.687  0.003
C 2.571 2.184 -0.062  -0.016
C 3.559 2.952 -0.659  -0.001
C 4.385 2.066 -1.420  0.002
C 3.904 0.771 -1.247  0.008
C 3.641 -1.456 2.011  -0.005
C 4.282 -2.653 2.289  0.006
C 3.935 -3.579 1.263  0.007
C 3.082 -2.934 0.382  0.007
C -2.057 1.887 0.394  0.040
C -2.495 2.753 -0.598  0.016
C -2.825 1.970 -1.740  -0.005
C -2.540 0.641 -1.442  0.016
C -3.687 -2.110 0.615  0.011
C -4.485 -2.785 1.539  -0.001
C -3.869 -2.667 2.816  0.001
C -2.707 -1.916 2.655  -0.044
H 1.464 -1.966 -1.679  0.003
H 0.676 -0.392 -1.953  -0.012
H -1.208 -1.906 -1.517  -0.001
H -0.329 -2.756 -0.227  -0.002
H 1.816 2.437 0.663  0.016
H 3.667 4.015 -0.540  0.001
H 5.230 2.358 -2.021  0.001
H 4.254 -0.179 -1.604  0.002
H 3.622 -0.514 2.542  -0.004
H 4.917 -2.853 3.145  0.000
H 4.259 -4.611 1.200  0.000
H 2.583 -3.280 -0.510  0.000
H -1.686 2.077 1.394  -0.036
H -2.565 3.832 -0.530  0.001
H -3.198 2.333 -2.683  0.000
H -2.565 -0.257 -2.038  0.000
H -3.803 -1.944 -0.441  -0.001
H -5.413 -3.301 1.312  0.001
H -4.220 -3.073 3.749  0.000
H -1.974 -1.544 3.352  0.017
F -2.066 1.711 5.841  -0.001
C -2.069 0.352 5.826  -0.003
F -2.324 -0.094 7.106  0.002
F -3.086 -0.056 5.032  -0.001
C -0.649 -0.215 5.230  0.058
O -0.600 -0.021 3.948  0.018
C 0.502 0.487 6.199  0.006
F 0.151 0.533 7.511  0.000
F 1.687 -0.196 6.105  0.001
F 0.728 1.755 5.792  -0.001
C -0.611 -1.775 5.618  -0.010
F -0.185 -2.042 6.872  0.001
F -1.861 -2.328 5.504  0.000
F 0.202 -2.422 4.748  -0.002

Results
- ⟨S²⟩ = 2.0080
- energy relative to the best compared isomer or geometry (same formula, charge and spin) (eV) = 1.306
- calculated total energy (hartree) = -3205.7508
- E_HOMO (spin up / spin down) (eV) = -7.0 / -8.3
- spin multiplicity = 3